19
Properties=species:S:1:pos:R:3:forces:R:3:lowdin_charge:R:1 method="wB97M-V/def2-TZVPD" homo_energy_ev="-9.74 / -7.90" lumo_ev="-1.7 / -0.6" homo_lumo_gap_ev="8.071 / 7.276" total_energy_ha=-966.624310 de_lowest_ev=0.0000 spin_multiplicity=1
P 3.759 2.177 -1.507 -0.812 0.092 -1.361 0.775
F 4.356 2.434 -2.977 0.118 0.171 0.681 -0.271
F 3.332 3.649 -1.131 0.406 0.217 0.109 -0.246
F 2.305 1.837 -2.098 0.386 -0.397 0.401 -0.267
N 2.494 0.345 0.367 -0.312 -0.219 0.061 0.189
C 1.231 0.346 0.559 -1.077 0.010 0.121 -0.347
C -1.542 0.659 0.945 -2.699 -0.482 1.093 -0.059
C -1.082 -0.065 -0.141 0.490 -0.086 0.442 -0.058
C 0.241 -0.301 -0.360 0.774 1.345 2.094 -0.245
C 0.584 -1.080 -1.504 1.909 -3.595 -3.068 -0.089
C -0.690 1.127 1.931 1.028 -0.815 -2.199 -0.102
C 0.642 1.047 1.719 1.184 0.721 -0.275 -0.014
H -1.028 1.639 2.751 -0.961 1.200 1.819 0.082
H 1.234 1.749 2.307 0.511 -0.778 0.001 0.113
H -2.635 0.762 1.187 1.091 -0.166 -0.766 0.127
H 1.585 -0.878 -1.981 -1.009 0.275 0.597 0.085
H 0.659 -2.276 -1.416 -0.351 2.464 0.520 0.138
H -0.196 -0.943 -2.270 0.447 -0.046 0.102 0.083
H -1.690 -0.599 -0.826 -1.122 0.089 -0.372 0.108

18
Properties=species:S:1:pos:R:3:forces:R:3:lowdin_charge:R:1 method="wB97M-V/def2-TZVPD" homo_energy_ev=-7.92 lumo_ev=0.3 homo_lumo_gap_ev=8.193 total_energy_ha=-497.067079 de_lowest_ev=5.3726 spin_multiplicity=1
O 2.560 0.478 -0.055 1.817 1.504 1.410 0.031
O -3.159 -0.464 -0.849 1.677 -0.775 -0.067 -0.002
O 0.032 -2.708 0.807 -0.474 0.906 0.785 -0.008
C 1.215 0.535 -0.153 -2.405 -0.425 -2.368 -0.399
C 0.567 -0.368 -0.987 2.739 1.843 1.987 -0.086
C 0.136 2.727 0.787 0.444 -0.817 -0.604 0.153
C 0.524 1.698 0.295 0.470 0.138 1.150 -0.075
C 0.713 -1.813 1.250 3.256 -3.942 -1.595 -0.173
C -0.797 -0.587 -1.229 -3.013 1.124 -0.154 -0.087
C -1.840 -0.292 -0.410 0.149 -0.401 -2.332 -0.136
H -1.743 0.153 0.540 0.182 0.146 1.194 0.102
H -0.102 3.693 1.096 -0.474 0.788 0.356 0.020
H 1.284 -0.921 -1.527 0.572 -1.073 -0.627 0.117
H 1.874 -1.997 1.186 -1.491 0.683 0.240 0.120
H -1.071 -0.789 -2.270 0.062 -0.563 0.428 0.128
H 0.459 -0.913 1.694 -1.359 1.817 1.169 0.050
H -3.633 0.327 -0.652 -0.652 0.796 0.369 0.076
H 2.981 1.241 0.480 -1.502 -1.748 -1.341 0.170

In Eh/bohr, the largest force on an atom values for the records above are, in order, 0.0991; 0.1042.